1.
Entry from the OMol25 dataset: a molecular structure, C32H29GaN2O4S2 (ωB97M-V with the def2-TZVPD basis set).

The calculation puts the LUMO energy at 0.1 eV. The calculation puts the largest force on an atom at 0.0092 hartree/bohr. The total energy comes out at -4368.53235 a.u. The energy relative to the best compared isomer or geometry (same formula, charge and spin) is 0.512 eV. The gap between HOMO and LUMO is 7.735 eV.

```
70
Properties=species:S:1:pos:R:3:forces:R:3:mulliken_charge:R:1
Ga 0.22742 -0.65766 0.88886 -0.440 0.091 -0.144 -0.199
C 3.94990 -0.61330 2.80464 0.015 0.012 0.011 -0.816
C 3.85590 0.36943 3.78193 -0.018 -0.010 -0.015 -0.941
C 2.70741 1.13138 3.87614 0.017 0.072 -0.113 -0.777
C 1.62918 0.93215 3.00198 0.027 -0.008 0.150 1.298
C 1.71540 -0.06701 2.02811 -0.151 -0.103 0.209 0.210
C 2.88728 -0.81933 1.94490 -0.011 0.018 0.060 -0.036
C 0.39919 1.77697 3.11686 0.170 -0.002 0.011 1.028
C 0.26933 2.78746 4.11735 0.074 -0.122 -0.007 -1.409
C -0.84785 3.55323 4.15997 -0.049 0.049 -0.007 -0.965
C -1.86991 3.36310 3.20066 -0.012 0.067 0.051 1.218
C -3.04616 4.14718 3.16725 0.027 -0.004 0.016 -0.941
C -3.98502 3.94201 2.19839 0.002 -0.051 -0.057 -0.520
C -3.77899 2.93931 1.22444 -0.034 0.055 0.025 -1.090
C -2.65378 2.16563 1.24225 0.004 -0.089 0.017 0.032
C -1.66651 2.35458 2.24034 0.018 -0.079 -0.041 -0.419
N -0.54254 1.57675 2.22969 -0.158 0.046 -0.029 0.466
H 4.84253 -1.22165 2.72523 0.001 0.007 -0.005 0.457
H 4.67381 0.53991 4.47047 -0.006 0.003 -0.005 0.390
H 2.67439 1.89510 4.63813 -0.047 0.039 0.042 0.347
H 2.95878 -1.59972 1.19721 -0.002 -0.045 -0.006 0.431
H 1.05167 2.95208 4.83905 0.041 -0.043 0.041 0.365
H -0.96327 4.32207 4.91553 -0.003 -0.005 -0.007 0.419
H -3.18438 4.91233 3.92245 0.001 -0.005 -0.008 0.395
H -4.88593 4.54083 2.17315 0.002 -0.001 -0.003 0.401
H -4.52642 2.77755 0.45740 0.003 0.005 0.017 0.447
H -2.50816 1.39250 0.50123 -0.022 0.007 0.065 0.493
C -0.37683 -4.79498 -5.55550 0.011 0.029 0.058 -0.903
O -0.56740 -4.46924 -4.19006 -0.011 0.008 -0.019 -0.439
C 0.21996 -3.50210 -3.65187 0.019 -0.057 -0.005 0.859
C 1.20526 -2.81756 -4.37574 -0.004 0.058 0.079 -0.942
C 1.95253 -1.87150 -3.70655 0.013 -0.042 -0.041 -1.417
C 1.75958 -1.54443 -2.35959 0.130 0.148 -0.088 0.706
C 2.58888 -0.50001 -1.73600 0.063 -0.211 -0.093 1.004
C 3.94912 -0.14385 -2.31703 -0.127 0.006 -0.003 -1.692
O 2.23685 0.09313 -0.72895 0.236 0.021 -0.096 -0.486
C 0.73785 -2.22791 -1.64126 -0.154 0.061 0.101 0.069
O 0.43516 -2.03001 -0.38549 0.298 -0.241 0.067 -0.604
C 0.00409 -3.21627 -2.31735 -0.016 0.031 -0.014 -0.293
H -1.10236 -5.56961 -5.78607 -0.008 -0.007 0.016 0.269
H 0.63002 -5.17811 -5.73572 0.013 -0.004 -0.001 0.352
H -0.55570 -3.93083 -6.19921 -0.007 0.012 -0.012 0.349
H 1.39017 -3.01485 -5.41996 0.006 0.000 -0.002 0.411
H 2.71042 -1.34340 -4.26881 0.034 0.019 0.001 0.356
H 4.31782 -0.83323 -3.06971 -0.015 -0.027 -0.009 0.477
H 4.65231 -0.11488 -1.48574 -0.014 0.020 0.026 0.370
H 3.90408 0.86262 -2.73648 -0.008 -0.001 -0.022 0.306
H -0.75585 -3.75275 -1.76408 0.010 -0.003 -0.022 0.520
C -1.67341 3.51095 -3.49527 0.009 -0.016 0.028 -1.567
C -1.18373 2.50376 -2.49579 -0.034 0.038 -0.041 1.107
C -1.66024 1.19981 -2.48814 -0.012 0.017 -0.053 -1.436
C -1.22303 0.31976 -1.51661 0.053 0.018 0.087 -0.343
N -0.35307 0.68262 -0.57390 -0.165 0.193 -0.082 1.291
C 0.14533 1.92481 -0.58802 -0.058 -0.092 -0.125 0.143
C -0.24779 2.85418 -1.52448 0.005 -0.001 -0.021 -1.245
H -2.15241 3.02885 -4.34567 0.006 -0.007 0.002 0.379
H -0.85668 4.13389 -3.85868 0.007 -0.001 0.000 0.387
H -2.40583 4.17081 -3.02540 0.004 0.003 -0.006 0.295
H -2.36862 0.86249 -3.23328 -0.003 0.002 0.013 0.450
H -1.57620 -0.70342 -1.47189 -0.004 -0.005 0.017 0.467
H 0.88333 2.15344 0.16853 -0.040 -0.023 0.001 0.373
H 0.17501 3.85032 -1.49910 -0.008 -0.007 0.010 0.491
C -2.17309 -4.65018 3.57747 -0.030 -0.037 0.063 -0.682
O -2.43068 -3.48431 2.79275 -0.016 -0.044 -0.113 -0.298
C -1.42432 -2.71205 2.39904 0.190 0.051 0.088 0.723
S 0.17281 -2.94924 2.77737 -0.102 -0.114 -0.013 -0.454
S -1.98337 -1.38228 1.45888 0.299 0.310 -0.065 -0.502
H -2.83798 -5.42281 3.20102 -0.040 -0.004 0.014 0.232
H -2.41110 -4.42662 4.61607 0.033 -0.005 0.034 0.249
H -1.13420 -4.95788 3.49270 -0.015 0.002 -0.026 0.384
```
Forces are in eV/Å.

=====

2.
Entry from the OMol25 dataset: 5 unconnected molecules or ions with the total composition C2H14O4S (ωB97M-V with the def2-TZVPD basis set).

The calculation puts the LUMO energy at 0.1 eV. The calculation puts the largest force on an atom at 0.1034 hartree/bohr. The total energy comes out at -783.65727 a.u. The energy relative to the best compared isomer or geometry (same formula, charge and spin) is 2.613 eV. Its SMILES is CSC.O.O.O.O. The gap between HOMO and LUMO is 8.395 eV.

```
21
Properties=species:S:1:pos:R:3:forces:R:3:mulliken_charge:R:1
C -0.86627 2.11172 -1.14878 0.885 4.191 3.149 -0.749
S 0.78495 3.02030 -1.36597 0.238 -0.374 0.117 -0.086
C 1.69454 2.27155 -2.73997 -0.715 0.696 -2.565 -0.802
H -1.43956 3.02026 -1.41961 -0.592 -1.175 -0.067 0.260
H -1.00264 1.31898 -1.80164 -0.308 -1.677 -0.751 0.328
H -1.02818 2.03146 0.03373 0.473 -0.634 -2.853 0.223
H 2.17054 1.35184 -2.48244 0.180 -0.707 0.204 0.279
H 2.49244 2.94341 -3.16658 -0.730 -0.242 1.105 0.288
H 1.06264 2.13839 -3.69839 0.570 -0.084 1.663 0.260
H 2.18667 -2.21532 1.01055 0.262 -0.199 -0.128 0.316
H 0.70706 -2.32260 1.49400 2.134 1.805 -0.180 0.300
O 1.50545 -1.68226 1.41897 -2.346 -1.520 0.306 -0.628
H -0.22998 -3.89895 -2.47423 0.654 2.367 0.341 0.333
H 0.50734 -2.35601 -2.31496 -1.309 -1.898 -0.095 0.324
O -0.31663 -2.92366 -2.23097 0.622 -0.486 -0.144 -0.649
H -0.66642 -3.92141 1.27570 -0.475 -0.523 0.093 0.296
H -1.69617 -3.69508 0.26493 -0.740 1.353 -2.059 0.323
O -1.53156 -4.25404 0.98112 1.197 -0.893 1.868 -0.617
H -0.85983 1.85764 6.08567 0.981 -0.429 0.217 0.314
H -1.77389 2.96973 6.38306 -0.411 4.252 2.820 0.291
O -1.70050 2.23407 5.89580 -0.571 -3.824 -3.042 -0.605
```
Forces are in eV/Å.

=====

3.
Entry from the OMol25 dataset: a molecular structure, C15H13F5N7OsSSe (ωB97M-V with the def2-TZVPD basis set).

The calculation puts the LUMO energy at -11.7 eV. The calculation puts the largest force on an atom at 0.0070 hartree/bohr. The total energy comes out at -4351.30989 a.u. The energy relative to the best compared isomer or geometry (same formula, charge and spin) is 0.378 eV. As for the charge: +3. The gap between HOMO and LUMO is 7.280 eV.

```
43
Properties=species:S:1:pos:R:3:forces:R:3:mulliken_charge:R:1
Os 0.09318 -0.95127 0.53199 -0.086 -0.144 -0.321 1.497
C -3.78263 0.82545 -0.59195 0.006 -0.001 -0.014 -1.625
C -2.38822 0.33926 -0.46005 0.040 0.003 -0.071 0.720
N -1.87306 -0.27064 0.55458 -0.058 0.036 0.056 -0.019
N -2.71606 -0.75295 1.55524 0.046 -0.055 -0.054 -0.488
C -2.38062 -1.93126 2.08282 -0.048 0.043 0.033 0.692
N -3.08753 -2.49637 3.02024 0.041 -0.041 -0.015 -0.327
S -0.92509 -2.71778 1.45438 -0.092 0.010 0.090 -0.347
C -1.46132 0.35746 -1.59813 0.020 -0.041 0.073 0.612
C -1.76617 0.87432 -2.83724 0.020 -0.004 -0.040 -0.649
C -0.92639 0.58982 -3.91385 -0.051 0.033 0.000 -0.506
C 0.17883 -0.21589 -3.71151 0.036 -0.028 0.015 -0.868
C 0.46094 -0.66835 -2.43172 0.001 -0.004 -0.006 0.052
N -0.33571 -0.38247 -1.39528 -0.015 0.158 0.008 -0.055
H -4.36179 0.75847 0.32317 0.002 -0.002 0.001 0.378
H -4.29846 0.25773 -1.37073 -0.007 0.006 0.004 0.439
H -3.76576 1.87221 -0.90504 -0.018 0.001 0.006 0.450
H -3.36463 -0.11201 1.99803 -0.007 -0.033 0.024 0.357
H -3.95309 -2.10486 3.37485 0.002 -0.001 0.008 0.246
H -2.79084 -3.37670 3.42483 -0.010 0.002 0.006 0.263
H -2.65974 1.46711 -2.97612 0.001 0.001 -0.009 0.447
H -1.15234 0.98006 -4.89795 0.003 0.002 0.001 0.494
H 0.83774 -0.48490 -4.52585 0.000 -0.006 0.002 0.467
H 1.33812 -1.26664 -2.22549 0.003 0.009 -0.012 0.419
F 1.25093 -0.60383 2.96190 0.051 0.134 0.039 -0.259
C 0.30426 0.12909 2.33772 0.042 -0.068 0.141 0.544
F -0.82234 0.02518 3.07773 0.030 0.001 0.025 -0.259
C 0.67698 1.64603 2.38400 0.007 -0.033 -0.055 0.659
F 1.98724 1.81713 2.26706 -0.006 0.005 -0.039 -0.208
F 0.04851 2.26630 1.36735 0.035 0.015 -0.055 -0.243
F 0.27547 2.17318 3.51602 -0.012 -0.002 0.018 -0.223
Se 3.41932 -2.99662 0.61674 -0.006 0.106 -0.068 0.433
N 4.64334 -1.82631 0.18745 -0.048 -0.046 0.065 -0.672
C 4.08466 -0.64719 -0.05469 -0.003 0.027 -0.043 0.480
C 4.67148 0.59747 -0.44046 0.009 -0.044 0.009 -0.475
C 3.81569 1.64512 -0.63472 0.001 0.039 -0.012 -1.016
C 2.40993 1.52657 -0.43080 -0.027 -0.013 0.031 -0.270
N 1.83953 0.39332 -0.06889 0.106 -0.021 0.071 -0.111
C 2.68221 -0.65428 0.08179 -0.111 0.012 0.030 0.849
N 2.08223 -1.78392 0.40498 0.110 -0.055 0.052 -0.446
H 5.74212 0.69519 -0.56916 0.000 -0.005 -0.001 0.532
H 4.19552 2.61319 -0.93156 0.000 0.000 0.006 0.489
H 1.77354 2.39459 -0.55167 -0.007 0.004 0.005 0.546
```
Forces are in eV/Å.